Entry 1:
# C30H35AsIrN2OS4

A molecular structure, C30H35AsIrN2OS4 at a distorted geometry (ωB97M-V/def2-TZVPD, the Open Molecules 2025 dataset).

Geometry (Å):
Ir (-0.2453, 1.8062, 0.0682)
C (1.7669, 4.6343, -0.5513)
C (0.8618, 4.9708, 0.6179)
S (-0.8404, 4.2923, 0.5855)
C (-1.4844, 4.9930, -0.9900)
C (-2.1890, 3.9812, -1.8673)
S (-1.2266, 2.4783, -2.2872)
C (0.2400, 3.2051, -3.1342)
C (1.5723, 2.6763, -2.6411)
S (1.9444, 2.8191, -0.8504)
H (2.7655, 5.0078, -0.3137)
H (1.4546, 5.0967, -1.4862)
H (0.7696, 6.0536, 0.7171)
H (1.2763, 4.5816, 1.5477)
H (-0.6444, 5.4665, -1.4912)
H (-2.1983, 5.7724, -0.7186)
H (-2.4881, 4.4512, -2.8059)
H (-3.0873, 3.6002, -1.3806)
H (0.1581, 4.2872, -3.0588)
H (0.1425, 2.9382, -4.1885)
H (2.3831, 3.1779, -3.1724)
H (1.6468, 1.6022, -2.8253)
O (0.3355, 0.0015, -1.1481)
As (0.5565, -1.5998, -1.5127)
C (1.9247, -1.5104, -2.9107)
C (1.5948, -0.7870, -4.0483)
C (2.5873, -0.4812, -4.9661)
C (3.8905, -0.8933, -4.7300)
C (4.2021, -1.6335, -3.6036)
C (3.2165, -1.9540, -2.6787)
C (1.1537, -2.5908, 0.0489)
C (1.2820, -1.8968, 1.2457)
C (1.7242, -2.5589, 2.3756)
C (2.0440, -3.9071, 2.3061)
C (1.9208, -4.5962, 1.1056)
C (1.4658, -3.9443, -0.0274)
C (-1.1215, -2.2826, -2.2692)
C (-2.2401, -1.4668, -2.1944)
C (-3.4428, -1.9333, -2.7060)
C (-3.5088, -3.1868, -3.2864)
C (-2.3850, -3.9934, -3.3536)
C (-1.1735, -3.5394, -2.8487)
H (0.5656, -0.4769, -4.2105)
H (2.3383, 0.0641, -5.8626)
H (4.6659, -0.6412, -5.4391)
H (5.2139, -1.9678, -3.4329)
H (3.4558, -2.5407, -1.7988)
H (1.0430, -0.8369, 1.2779)
H (1.8230, -2.0189, 3.3045)
H (2.3961, -4.4284, 3.1839)
H (2.1798, -5.6420, 1.0568)
H (1.3642, -4.4895, -0.9594)
H (-2.1695, -0.4872, -1.7333)
H (-4.3221, -1.3093, -2.6472)
H (-4.4425, -3.5382, -3.7049)
H (-2.4394, -4.9703, -3.8080)
H (-0.2916, -4.1642, -2.9210)
C (-3.3452, 1.1309, 6.6260)
C (-2.3548, 0.4275, 5.7917)
C (-1.6894, -0.7205, 6.1718)
C (-0.7762, -1.3144, 5.2876)
N (-0.5608, -0.7799, 4.0784)
C (-1.2112, 0.2942, 3.7225)
S (-1.1044, 0.9216, 2.1176)
N (-2.0846, 0.9197, 4.5578)
C (-0.0477, -2.5449, 5.6549)
H (-3.4806, 0.6256, 7.5779)
H (-4.3099, 1.1759, 6.1180)
H (-3.0319, 2.1575, 6.8209)
H (-1.8756, -1.1604, 7.1396)
H (-2.5657, 1.7561, 4.2339)
H (-0.4000, -2.9366, 6.6040)
H (1.0199, -2.3416, 5.7397)
H (-0.1672, -3.3013, 4.8806)

Calculated values
total charge	+3
maximum force	0.070	Eh/bohr
2S+1	1
electronic energy	-5280.8194	hartree
HOMO energy (spin up / spin down)	-15.9460 / -15.9460	eV

Löwdin atomic charge list, values in e, 6 entries: atom 1 (Ir): 0.6362, atom 2 (C): -0.4250, atom 3 (C): -0.4640, atom 4 (S): 0.8805, atom 5 (C): -0.4382, atom 6 (C): -0.4527

***

Entry 2:
# CH3BrO2S

A molecular structure, CH3BrO2S at a distorted geometry (ωB97M-V/def2-TZVPD, the Open Molecules 2025 dataset).

Geometry (Å):
C (0.4868, -0.4197, 0.6008)
O (1.2030, -0.6555, -2.4484)
O (-0.9025, 0.0041, 0.7957)
S (1.9747, -0.5670, -1.2408)
Br (3.1297, 1.3588, -1.3614)
H (-1.3945, -0.4516, 0.0438)
H (0.5446, -1.5392, 0.7592)
H (1.0312, 0.0655, 1.3374)

Calculated values
maximum force	0.074	Eh/bohr
relative energy (zero: lowest compared OMol25 entry of this formula, charge and spin)	48.9	kcal/mol
2S+1	1
electronic energy	-3162.4831	hartree
HOMO energy	-9.0556	eV

natural (NBO) atomic charge list, values in e, 6 entries: atom 1 (C): -0.1169, atom 2 (O): -0.8839, atom 3 (O): -0.6828, atom 4 (S): 1.0596, atom 5 (Br): -0.1901, atom 6 (H): 0.4807

***

Entry 3:
# C20H38NO8SSi

2 unconnected molecules or ions with the total composition C20H38NO8SSi at a distorted geometry (ωB97M-V/def2-TZVPD, the Open Molecules 2025 dataset).

Geometry (Å):
C (1.1253, 1.1142, 2.1003)
Si (-0.4784, 0.4783, 2.8622)
C (-1.9269, 1.4159, 2.1127)
C (-0.4053, 0.9022, 4.6785)
O (-0.5903, -1.1747, 2.7391)
C (-1.6060, -1.7571, 1.9322)
C (-1.2097, -1.7319, 0.4557)
C (-1.9211, -2.7693, -0.3854)
C (-2.2028, -2.4053, -1.8712)
C (-1.5681, -1.1055, -2.4028)
C (-2.5590, 0.0562, -2.5616)
O (-2.7634, 0.3906, -3.9333)
O (-3.2801, -2.9105, 0.2154)
S (-3.8791, -4.3537, -0.1070)
O (-4.8942, -4.1920, -1.0861)
O (-4.1882, -5.0900, 1.0598)
O (-2.5401, -4.9615, -0.7961)
C (-1.4244, -4.2039, -0.2945)
O (-1.2612, -4.5858, 1.0515)
C (-0.1367, -4.4756, -1.0318)
C (1.0768, -4.1861, -0.3975)
C (2.2807, -4.3965, -1.0633)
C (2.3017, -4.9126, -2.3525)
C (1.1010, -5.2285, -2.9821)
C (-0.1067, -5.0082, -2.3160)
H (1.9309, 0.4176, 2.3127)
H (1.3658, 2.0489, 2.6064)
H (1.0185, 1.2868, 1.0320)
H (-2.3424, 0.9866, 1.2056)
H (-1.6182, 2.4392, 1.9163)
H (-2.7326, 1.4304, 2.8418)
H (-1.2838, 0.5678, 5.2186)
H (-0.3281, 1.9843, 4.7855)
H (0.4934, 0.4955, 5.1334)
H (-2.5897, -1.3299, 2.1064)
H (-1.6792, -2.7977, 2.2190)
H (-1.2925, -0.7358, 0.0350)
H (-0.1486, -1.9721, 0.4550)
H (-3.2771, -2.3218, -1.9646)
H (-1.9169, -3.2049, -2.5386)
H (-1.2298, -1.3163, -3.4125)
H (-0.6860, -0.8032, -1.8482)
H (-3.5428, -0.2115, -2.1956)
H (-2.2126, 0.9525, -2.0429)
H (-2.0255, 0.9184, -4.2394)
H (-1.4082, -5.5348, 1.1031)
H (1.0752, -3.8117, 0.6120)
H (3.1934, -4.1444, -0.5501)
H (3.2246, -5.0768, -2.8839)
H (1.0652, -5.6521, -3.9714)
H (-1.0301, -5.2701, -2.8114)
C (2.8195, 6.9453, 0.2816)
C (2.0718, 5.7074, 0.7511)
C (2.8998, 4.4232, 0.7621)
O (3.0848, 3.9575, -0.5588)
C (4.3345, 4.2862, -1.1816)
N (0.9401, 5.4341, -0.2076)
H (3.0621, 6.8973, -0.7810)
H (2.2264, 7.8464, 0.4454)
H (3.7471, 7.0549, 0.8384)
H (1.6318, 5.8902, 1.7309)
H (2.3418, 3.6433, 1.2881)
H (3.8418, 4.5611, 1.2929)
H (5.1259, 4.4080, -0.4423)
H (4.2450, 5.1963, -1.7773)
H (4.5940, 3.4652, -1.8448)
H (0.4358, 6.2774, -0.4802)
H (0.2730, 4.7596, 0.1731)
H (1.3583, 4.9929, -1.0400)

Calculated values
total charge	+1
maximum force	0.032	Eh/bohr
2S+1	1
electronic energy	-2129.0120	hartree
HOMO energy	-11.3847	eV

natural (NBO) atomic charge list, values in e, 6 entries: atom 1 (C): -1.1413, atom 2 (Si): 1.8925, atom 3 (C): -1.1418, atom 4 (C): -1.1360, atom 5 (O): -0.8725, atom 6 (C): -0.0649

***

Entry 4:
# C6H14N2O2

2 unconnected molecules or ions with the total composition C6H14N2O2 at a distorted geometry (ωB97M-V/def2-TZVPD, the Open Molecules 2025 dataset).

Geometry (Å):
C (2.4258, 1.0758, -0.7295)
N (1.7454, 1.7435, 0.3526)
C (0.4182, 1.9951, 0.3050)
C (-0.1276, 2.8055, 1.4709)
O (-0.3514, 1.5737, -0.5452)
H (1.7572, 1.0603, -1.5815)
H (3.3324, 1.6040, -1.0440)
H (2.8360, 0.1078, -0.4295)
H (2.2471, 2.0281, 1.1756)
H (0.5687, 3.5793, 1.7837)
H (-1.0818, 3.2083, 1.1583)
H (-0.3601, 2.1568, 2.3183)
C (-0.2369, -1.4318, -1.9495)
N (-0.7810, -1.3828, -0.5952)
C (-1.4988, -2.4573, -0.1685)
C (-1.9210, -2.4085, 1.2761)
O (-1.9378, -3.2909, -0.9379)
H (0.3800, -0.5577, -1.9994)
H (0.3765, -2.3102, -2.1315)
H (-0.9998, -1.2570, -2.6931)
H (-0.4166, -0.7053, 0.0491)
H (-2.9990, -2.2501, 1.2777)
H (-1.7538, -3.3557, 1.7829)
H (-1.6216, -1.5310, 1.8549)

Calculated values
SMILES	CNC(C)=O.CNC(C)=O
maximum force	0.029	Eh/bohr
relative energy (zero: lowest compared OMol25 entry of this formula, charge and spin)	17.9	kcal/mol
2S+1	1
electronic energy	-497.0291	hartree
HOMO energy	-9.2628	eV

natural (NBO) atomic charge list, values in e, 6 entries: atom 1 (C): -0.4269, atom 2 (N): -0.6140, atom 3 (C): 0.6739, atom 4 (C): -0.7126, atom 5 (O): -0.6414, atom 6 (H): 0.2365

***

> Among the records above, which one has the highest electronic energy?

C6H14N2O2

***

> electronic energy of number 1 (C30H35AsIrN2OS4)?

-5280.8194 hartree

***

> The lowest maximum force belongs to which entry?

C6H14N2O2

***

> 2S+1 of number 2 (CH3BrO2S)?

1